Record 1
Density functional theory data (ωB97M-V with the def2-TZVPD basis set) for a cluster of 4 separate species, C30H70N2O17P3S in total.

**HOMO**: -11.108 eV

The geometry in ORCA input format:
```
! RIJCOSX wB97M-V def2-TZVPD def2/J DEFGRID3
* xyz 1 1
C 0.189 3.255 4.686
C 1.304 2.804 3.525
O 2.547 2.601 3.960
O 0.786 2.626 2.167
C 1.835 2.634 1.140
C 2.106 1.114 0.494
C 2.274 -0.057 1.626
N 1.216 -1.160 1.554
C -0.220 -0.596 1.602
C -1.184 -1.828 2.196
C -2.592 -1.166 2.776
C -3.676 -0.790 1.589
S -5.200 0.005 2.422
O -5.958 -0.984 3.353
O -6.149 0.455 1.266
O -4.723 1.416 3.300
N 1.278 -1.930 0.405
C 2.224 -2.921 0.484
C 3.441 -2.881 -0.655
C 2.258 -4.168 1.547
H -0.372 2.238 4.963
H 0.727 3.599 5.667
H -0.618 3.997 4.277
H 2.827 3.181 1.437
H 1.390 3.257 0.224
H 3.093 1.194 -0.129
H 1.235 0.909 -0.271
H 3.344 -0.553 1.443
H 2.282 0.314 2.736
H 1.317 -1.704 2.453
H -0.584 -0.361 0.513
H -0.343 0.282 2.365
H -1.342 -2.560 1.297
H -0.645 -2.421 3.074
H -2.287 -0.152 3.316
H -3.039 -1.940 3.546
H -3.214 -0.072 0.768
H -4.096 -1.728 1.013
H -4.279 1.083 4.146
H 2.995 -3.333 -1.664
H 4.357 -3.551 -0.355
H 3.703 -1.750 -0.828
H 1.246 -4.318 2.136
H 3.064 -3.885 2.381
H 2.654 -5.159 1.054
O -10.184 3.443 -3.092
P -9.657 2.015 -3.376
O -8.071 2.505 -3.541
C -7.481 3.391 -2.600
C -7.090 2.686 -1.316
O -10.037 2.018 -4.997
C -11.058 2.866 -5.500
C -10.472 4.185 -5.979
O -9.069 0.419 -3.693
C -8.121 -0.223 -2.869
C -8.712 -0.635 -1.540
H -8.136 4.241 -2.385
H -6.581 3.802 -3.069
H -7.954 2.206 -0.851
H -6.662 3.395 -0.600
H -6.339 1.913 -1.505
H -11.844 3.018 -4.753
H -11.526 2.353 -6.346
H -9.836 4.655 -5.224
H -11.268 4.885 -6.251
H -9.838 4.020 -6.858
H -7.227 0.388 -2.750
H -7.795 -1.124 -3.402
H -9.175 0.210 -1.031
H -7.940 -1.062 -0.894
H -9.495 -1.386 -1.688
O 5.460 9.729 1.658
P 5.299 8.190 1.604
O 5.794 7.965 3.182
C 5.280 8.776 4.229
C 3.884 8.355 4.647
O 6.773 7.896 0.888
C 7.418 8.900 0.119
C 8.377 9.704 0.982
O 5.120 6.471 1.544
C 4.237 5.765 2.388
C 2.791 5.994 2.013
H 5.294 9.836 3.959
H 5.956 8.663 5.082
H 3.192 8.393 3.802
H 3.503 9.011 5.435
H 3.883 7.333 5.036
H 6.685 9.541 -0.381
H 7.983 8.396 -0.671
H 7.901 10.080 1.892
H 8.781 10.553 0.423
H 9.213 9.074 1.308
H 4.431 5.991 3.435
H 4.466 4.699 2.268
H 2.550 7.056 1.984
H 2.128 5.496 2.726
H 2.588 5.594 1.014
O 3.411 -10.820 -0.966
P 2.975 -9.495 -1.637
O 4.184 -9.540 -2.785
C 4.462 -10.733 -3.504
C 3.455 -10.984 -4.609
O 3.760 -8.499 -0.558
C 4.064 -8.947 0.754
C 5.460 -9.545 0.807
O 2.488 -8.013 -2.386
C 2.080 -7.937 -3.734
C 0.725 -8.570 -3.953
H 4.519 -11.599 -2.836
H 5.456 -10.616 -3.948
H 2.439 -11.043 -4.211
H 3.676 -11.921 -5.129
H 3.478 -10.180 -5.351
H 3.306 -9.651 1.111
H 4.020 -8.077 1.417
H 5.618 -10.301 0.032
H 5.648 -10.002 1.784
H 6.212 -8.766 0.637
H 2.839 -8.351 -4.396
H 2.015 -6.873 -3.987
H 0.700 -9.596 -3.587
H 0.467 -8.563 -5.016
H -0.046 -8.018 -3.406
*
```

=====

Record 2
Density functional theory data (ωB97M-V with the def2-TZVPD basis set) for a cluster of 5 separate species, C30H71N in total.

**HOMO**: -8.031 eV
**Energy above the lowest of the compared OMol25 structures with the same formula, charge and spin**: 318.3 kJ/mol

The geometry in ORCA input format:
```
! RIJCOSX wB97M-V def2-TZVPD def2/J DEFGRID3
* xyz 0 1
C -4.060 1.904 4.536
C -2.862 1.639 3.596
N -1.574 2.193 4.029
C -0.399 1.481 3.678
C -0.258 1.229 2.162
C -1.581 3.635 3.612
C -0.978 4.518 4.853
H -5.059 1.598 4.022
H -4.234 2.986 4.727
H -3.928 1.290 5.498
H -2.956 2.105 2.591
H -2.793 0.556 3.485
H -0.542 0.693 4.120
H 0.345 2.225 3.995
H -0.923 0.638 1.914
H 0.466 0.627 2.104
H -0.191 2.087 1.604
H -2.631 3.969 3.470
H -1.081 3.942 2.649
H -1.410 5.399 4.724
H 0.045 4.371 4.987
H -1.367 4.215 5.814
C -5.478 3.117 -0.327
C -4.177 2.951 -1.145
C -3.696 1.442 -0.993
C -2.614 1.214 -2.133
C -2.212 -0.228 -2.163
C -1.301 -0.690 -1.078
H -6.040 4.068 -0.362
H -5.421 3.057 0.759
H -6.095 2.165 -0.338
H -3.495 3.711 -0.804
H -4.329 3.114 -2.206
H -4.323 0.651 -1.071
H -3.046 1.196 -0.160
H -1.642 1.556 -1.970
H -3.028 1.203 -2.986
H -1.917 -0.272 -3.268
H -3.177 -0.877 -2.019
H -1.732 -0.537 -0.051
H -0.325 -0.261 -1.156
H -1.116 -1.825 -1.115
C -0.329 0.728 -5.750
C 0.670 0.459 -4.577
C 2.070 0.799 -4.775
C 2.914 1.143 -3.647
C 4.391 1.471 -4.056
C 5.242 0.279 -4.265
H -0.224 0.144 -6.739
H -0.239 1.775 -6.000
H -1.519 0.480 -5.489
H 0.277 -0.522 -4.012
H 0.159 1.148 -3.762
H 2.175 1.842 -5.411
H 2.499 -0.023 -5.188
H 2.715 0.205 -3.082
H 2.470 1.813 -3.056
H 4.757 2.004 -3.223
H 4.872 2.116 -4.926
H 5.136 -0.478 -3.331
H 6.201 0.315 -4.617
H 5.041 -0.410 -5.088
C -3.438 -3.454 1.388
C -2.722 -2.340 2.144
C -1.389 -2.745 2.891
C -0.310 -2.976 1.821
C 0.852 -3.455 2.708
C 1.869 -4.082 1.703
H -4.164 -3.220 0.832
H -3.508 -4.260 2.150
H -2.614 -3.669 0.453
H -3.400 -1.883 2.842
H -2.720 -1.346 1.545
H -1.649 -3.817 3.172
H -1.094 -1.896 3.564
H -0.162 -2.197 1.232
H -0.741 -3.758 1.222
H 0.745 -4.244 3.391
H 1.299 -2.628 3.204
H 1.475 -4.961 1.096
H 2.818 -4.279 2.297
H 2.206 -3.134 1.182
C 3.138 -2.884 -3.031
C 2.581 -2.252 -1.818
C 3.683 -1.430 -0.850
C 2.983 -0.645 0.109
C 3.789 0.032 1.197
C 4.596 -1.002 2.090
H 2.548 -3.605 -3.542
H 3.685 -3.731 -2.799
H 3.821 -2.192 -3.599
H 2.040 -3.116 -1.300
H 1.933 -1.474 -2.056
H 4.443 -0.996 -1.523
H 4.341 -2.035 -0.310
H 2.200 -1.237 0.598
H 2.325 0.122 -0.348
H 3.141 0.485 1.739
H 4.707 0.722 0.958
H 5.103 -0.518 2.985
H 5.478 -1.652 1.559
H 3.929 -1.616 2.550
*
```

=====

no.,strongest force on any atom (eV Å⁻¹),LUMO energy (hartree),Kohn-Sham gap (eV)
1,9.670,-0.1655,6.60
2,10.883,0.0298,8.84